(1)
The following is a quantum chemistry calculation of a structure of composition C23H52O3P4SeTm, from the Open Molecules 2025 dataset.

Output
HOMO-LUMO gap (spin up / spin down), eV: 3.187 / 3.185
Expectation value of S²: 2.003
Max |F|, eV/Å: 6.326
Molar mass, g/mol: 748.46
HOMO level (spin up / spin down), eV: -15.026 / -15.026

The geometry in ORCA input format:
```
! RIJCOSX wB97M-V def2-TZVPD def2/J DEFGRID3
* xyz 3 3
Tm 0.23 -0.10 0.34
P -2.36 -1.30 1.37
P 0.47 -2.56 -0.97
P -1.10 2.32 0.60
H 1.90 2.24 -8.02
C 2.23 3.19 -7.58
C 3.29 3.24 -6.74
H 3.91 2.34 -6.60
C -3.75 -1.41 0.18
C -2.29 -3.02 2.04
C -3.17 -0.44 2.78
C 1.44 -2.09 -2.47
C 1.43 -3.96 -0.31
C -0.98 -3.39 -1.70
C -0.28 3.37 -0.66
C -0.94 3.33 2.10
C -2.86 2.48 0.16
H 1.71 4.09 -7.94
H 3.62 4.17 -6.28
H -4.64 -1.84 0.67
H -3.46 -2.05 -0.67
H -3.99 -0.41 -0.20
H -2.96 -3.12 2.91
H -1.27 -3.26 2.35
H -2.60 -3.74 1.27
H -4.03 -1.03 3.13
H -3.52 0.55 2.47
H -2.45 -0.32 3.60
H 1.84 -2.99 -2.95
H 2.28 -1.44 -2.17
H 0.81 -1.53 -3.17
H 1.19 -4.89 -0.85
H 1.18 -4.09 0.75
H 2.51 -3.76 -0.39
H -0.68 -4.36 -2.11
H -1.42 -2.77 -2.49
H -1.75 -3.55 -0.93
H -0.61 4.41 -0.55
H -0.51 3.01 -1.68
H 0.81 3.32 -0.52
H -1.43 4.30 1.96
H 0.12 3.49 2.33
H -1.40 2.81 2.94
H -3.19 3.51 0.35
H -3.47 1.79 0.76
H -3.01 2.23 -0.89
C -1.16 1.06 -3.99
C 0.16 1.36 -4.33
C 0.42 1.99 -5.53
C -0.60 2.33 -6.42
C -1.93 2.02 -6.09
C -2.20 1.37 -4.88
Se -1.58 0.20 -2.29
H -0.11 0.45 -2.00
H 1.00 1.12 -3.67
H 1.46 2.21 -5.78
H -0.34 2.83 -7.35
H -2.74 2.28 -6.78
H -3.23 1.10 -4.62
C -0.28 -3.18 5.31
C -0.80 -1.77 5.30
O -0.25 -0.85 4.23
P 0.72 -0.86 2.95
O 2.22 -1.19 3.47
C 2.65 -1.62 4.81
C 2.30 -0.65 5.90
O 2.03 0.65 0.52
C 3.38 0.87 0.90
C 3.63 2.21 1.58
H -0.14 -3.60 4.30
H -1.04 -3.78 5.83
H 0.64 -3.25 5.90
H -1.88 -1.74 5.14
H -0.58 -1.24 6.22
H 2.24 -2.63 4.97
H 3.73 -1.72 4.72
H 2.13 0.37 5.52
H 1.42 -0.98 6.46
H 3.14 -0.62 6.61
H 3.67 0.06 1.59
H 3.99 0.76 0.01
H 3.13 2.25 2.55
H 4.70 2.35 1.74
H 3.25 3.03 0.97
*
```



(2)
The following is a quantum chemistry calculation of a structure of composition C23H52OP4Ru, from the Open Molecules 2025 dataset.

Output
HOMO-LUMO gap (spin up / spin down), eV: 6.095 / 5.029
Expectation value of S²: 8.771
Max |F|, eV/Å: 4.287
Molar mass, g/mol: 569.63
HOMO level (spin up / spin down), eV: -14.266 / -17.151

The geometry in ORCA input format:
```
! RIJCOSX wB97M-V def2-TZVPD def2/J DEFGRID3
* xyz 3 6
Ru -0.62 -0.27 0.29
P -2.13 -1.88 0.84
P -0.07 -0.85 -1.80
P -2.40 1.16 -0.07
H 1.33 1.09 1.88
C 0.28 1.30 1.69
C -0.73 0.58 2.39
H -0.45 -0.19 3.10
C -1.63 -3.38 1.77
C -3.01 -2.65 -0.57
C -3.51 -1.33 1.93
C 1.46 0.07 -2.15
C 0.44 -2.55 -2.18
C -1.22 -0.53 -3.18
C -3.25 2.13 1.25
C -3.85 0.67 -1.10
C -1.82 2.56 -1.08
H 0.08 2.32 1.34
H -1.67 1.07 2.64
H -1.03 -3.13 2.65
H -1.08 -4.07 1.11
H -2.54 -3.89 2.11
H -2.31 -3.12 -1.27
H -3.64 -1.93 -1.10
H -3.67 -3.44 -0.16
H -3.11 -0.78 2.79
H -4.01 -2.24 2.30
H -4.25 -0.71 1.40
H 1.55 0.26 -3.23
H 2.37 -0.44 -1.82
H 1.43 1.00 -1.57
H 0.33 -2.75 -3.25
H -0.18 -3.28 -1.64
H 1.49 -2.71 -1.93
H -0.77 -0.88 -4.12
H -1.46 0.53 -3.30
H -2.15 -1.10 -3.04
H -3.96 2.81 0.77
H -2.53 2.72 1.82
H -3.80 1.47 1.94
H -4.41 1.59 -1.32
H -4.52 -0.03 -0.58
H -3.52 0.23 -2.04
H -2.55 3.38 -1.06
H -1.65 2.24 -2.11
H -0.87 2.91 -0.67
C 1.04 4.33 -2.26
C 2.01 4.75 -3.20
C 2.34 6.12 -3.24
C 1.67 7.04 -2.42
C 0.61 6.62 -1.62
C 0.27 5.27 -1.58
O 0.90 3.03 -1.82
H 1.01 2.35 -2.53
H 2.51 4.04 -3.87
H 3.11 6.49 -3.92
H 1.97 8.09 -2.42
H 0.02 7.31 -1.03
H -0.56 4.91 -0.98
C 2.29 -4.28 0.07
C 1.75 -3.68 1.36
P 1.37 -1.85 1.37
C 1.45 -1.65 3.23
C 2.40 -2.48 4.10
C 2.97 -1.11 0.76
C 4.24 -1.43 1.54
H 1.49 -4.44 -0.66
H 2.72 -5.26 0.30
H 3.07 -3.66 -0.38
H 0.84 -4.20 1.67
H 2.48 -3.85 2.16
H 1.66 -0.59 3.39
H 0.42 -1.83 3.58
H 3.44 -2.42 3.77
H 2.35 -2.07 5.12
H 2.11 -3.54 4.19
H 3.09 -1.41 -0.29
H 2.80 -0.03 0.76
H 4.44 -2.51 1.64
H 5.09 -0.99 1.00
H 4.22 -0.98 2.54
*
```



Energy in eV, matching the order above: -162842.863; -66448.548